<one>
Molecular formula: C2H8NOS
Method: DFT, wB97M-V/def2-TZVPD

ORCA input file:
```
! RIJCOSX wB97M-V def2-TZVPD def2/J DEFGRID3
* xyz 1 1
S -0.537 -0.136 -0.199
O -1.841 -0.585 -0.478
N -0.370 1.817 -0.321
C 0.020 -0.467 1.578
C 0.800 -0.700 -1.299
H -0.544 2.330 0.572
H 1.033 -1.788 -1.081
H 0.313 -0.899 -2.237
H 0.072 -1.526 1.660
H -0.931 2.268 -0.975
H 0.969 -0.119 1.798
H -0.646 -0.129 2.241
H 1.662 -0.067 -1.261
*
```

Values from the calculation:
- lowest unoccupied orbital energy (eV) = -4.580
- SMILES string = CS(C)(=[NH2+])=O
- gap between HOMO and LUMO (Ha) = 0.40078

How positive or negative is each atom? The natural (NBO) charges in e answer that: S 1.842; O -0.802; N -0.953; C -0.736; C -0.828; H 0.408; H 0.293; H 0.292; H 0.266; H 0.399; H 0.263; H 0.259; H 0.296

***

<two>
Molecular formula: C2H8NOS
Method: DFT, wB97M-V/def2-TZVPD

ORCA input file:
```
! RIJCOSX wB97M-V def2-TZVPD def2/J DEFGRID3
* xyz 1 1
S -0.561 0.682 -2.015
O 1.056 -0.919 -0.792
N -1.144 -0.849 0.783
C 0.855 1.192 0.372
C 0.498 0.271 -0.737
H -0.917 -0.625 -2.360
H -0.994 -0.084 1.433
H -2.106 -0.883 0.523
H 1.345 1.942 -0.158
H -0.780 -1.687 1.189
H 1.448 -1.416 -0.076
H 1.318 0.709 1.149
H -0.017 1.666 0.688
*
```

Values from the calculation:
- lowest unoccupied orbital energy (eV) = -5.068
- gap between HOMO and LUMO (Ha) = 0.35177

How positive or negative is each atom? The natural (NBO) charges in e answer that: S 0.244; O -0.627; N -1.075; C -0.709; C 0.482; H 0.206; H 0.368; H 0.395; H 0.279; H 0.382; H 0.539; H 0.251; H 0.264

***

<two> is favored, and the nearest alternative lies 42.5 kcal/mol above it.

***

<one>
Molecular formula: C22H30N2O4
Method: DFT, wB97M-V/def2-TZVPD

ORCA input file:
```
! RIJCOSX wB97M-V def2-TZVPD def2/J DEFGRID3
* xyz 0 1
O -1.759 2.424 0.968
O 4.404 -1.453 -0.517
O -0.439 3.574 3.052
O 2.473 0.418 -4.445
N -0.972 -2.454 -1.105
N -2.310 -0.470 0.420
C 2.334 -2.225 -1.272
C -1.245 2.508 3.334
C -1.887 1.906 2.236
C -0.539 -2.120 0.238
C 0.066 -3.087 -1.910
C -0.490 2.249 0.371
C -1.460 2.002 4.608
C -2.722 0.808 2.434
C -1.568 -1.292 -1.733
C -2.762 -0.822 -0.908
C 1.275 -2.217 -2.160
C 3.423 -0.486 -2.522
C 1.289 -1.345 -3.246
C -3.344 0.151 1.232
C -1.733 -1.637 1.054
C -2.930 0.326 3.720
C 5.524 -0.611 -0.644
C 3.416 -1.361 -1.450
C -2.304 0.920 4.796
C 2.358 -0.481 -3.424
C 0.172 4.256 4.117
C 1.431 0.501 -5.385
H -1.906 -1.573 -2.734
H 6.176 -0.859 0.193
H -3.825 0.919 0.621
H -0.852 -0.456 -1.819
H -0.395 -3.371 -2.860
H -4.110 -0.577 1.553
H 0.366 -3.999 -1.386
H -3.522 -1.624 -0.882
H -0.279 1.183 0.236
H 4.230 0.204 -2.704
H -0.569 4.660 4.814
H 0.483 0.779 -4.912
H -2.471 -2.456 1.134
H 1.303 -0.441 -5.929
H 0.723 5.078 3.662
H -0.119 -3.017 0.701
H 6.057 -0.790 -1.583
H 0.464 -1.361 -3.939
H -2.466 0.543 5.795
H 5.242 0.445 -0.583
H -0.548 2.736 -0.601
H -0.980 2.448 5.465
H -1.402 -1.365 2.059
H 0.871 3.611 4.662
H 1.726 1.281 -6.085
H 2.351 -2.900 -0.431
H 0.233 -1.331 0.237
H -3.201 0.063 -1.376
H 0.303 2.712 0.964
H -3.581 -0.522 3.870
*
```

Values from the calculation:
- lowest unoccupied orbital energy (eV) = 0.739
- SMILES string = COc1cc(CN2CCN(Cc3cccc(OC)c3OC)CC2)cc(OC)c1
- gap between HOMO and LUMO (Ha) = 0.33082

How positive or negative is each atom? The natural (NBO) charges in e answer that: O -0.532; O -0.492; O -0.498; O -0.512; N -0.437; N -0.441; C -0.291; C 0.251; C 0.315; C -0.219; C -0.229; C -0.249; C -0.302; C -0.064; C -0.229; C -0.220; C 0.008; C -0.393; C -0.372; C -0.234; C -0.235; C -0.228; C -0.252; C 0.336; C -0.203; C 0.416; C -0.249; C -0.252; H 0.197; H 0.199; H 0.220; H 0.177; H 0.201; H 0.171; H 0.204; H 0.166; H 0.184; H 0.229; H 0.177; H 0.176; H 0.165; H 0.176; H 0.200; H 0.199; H 0.177; H 0.215; H 0.212; H 0.176; H 0.187; H 0.219; H 0.213; H 0.174; H 0.200; H 0.220; H 0.176; H 0.202; H 0.181; H 0.211

***

<two>
Molecular formula: C22H30N2O4
Method: DFT, wB97M-V/def2-TZVPD

ORCA input file:
```
! RIJCOSX wB97M-V def2-TZVPD def2/J DEFGRID3
* xyz 0 1
O 0.271 -0.605 2.330
O -0.775 -2.290 -2.189
O 4.816 -3.664 -2.280
O 4.954 -3.102 -4.510
N 0.323 -0.957 -0.712
N -0.646 1.262 1.489
C -1.554 2.661 3.291
C -1.273 -2.214 0.694
C -3.266 -0.082 0.310
C 2.575 -2.693 -1.896
C -2.284 3.675 2.412
C -3.669 -1.475 0.781
C 1.496 -0.155 -0.439
C -0.355 -0.052 1.449
C 2.735 -2.013 -4.648
C -0.836 -0.824 0.197
C 0.617 3.257 2.161
C -2.007 -0.167 -0.550
C 1.611 -1.699 -3.889
C 0.252 -1.759 -1.800
C -1.347 4.811 2.013
C -0.121 4.266 1.285
C 3.756 -2.672 -4.008
C -2.524 -2.112 1.561
C 3.672 -3.012 -2.655
C -0.297 2.112 2.609
C 1.533 -2.014 -2.541
C 5.617 -3.740 -3.439
H 0.993 3.764 3.052
H 1.999 -0.487 0.472
H 1.210 0.892 -0.315
H -1.720 0.816 -0.938
H 2.513 -2.963 -0.856
H -2.219 1.832 3.542
H -3.141 4.075 2.956
H -2.670 3.187 1.513
H 5.797 -4.797 -3.695
H 0.244 1.463 3.307
H 2.190 -0.223 -1.273
H 2.802 -1.761 -5.693
H -0.431 3.796 0.348
H -2.306 -1.516 2.451
H 1.475 2.846 1.624
H -4.073 0.362 -0.278
H -1.478 -2.851 -0.166
H -0.455 -2.647 1.271
H -2.220 -0.798 -1.414
H -3.903 -2.097 -0.086
H -3.101 0.551 1.185
H -1.874 5.522 1.374
H -1.024 5.343 2.911
H 0.776 -1.201 -4.357
H -4.562 -1.414 1.406
H -1.256 3.144 4.223
H -1.167 1.689 0.744
H -2.810 -3.112 1.893
H 6.582 -3.243 -3.254
H 0.553 5.086 1.029
*
```

Values from the calculation:
- lowest unoccupied orbital energy (eV) = 0.682
- SMILES string = CN(C(=O)c1ccc2c(c1)OCO2)C1(C(=O)NC2CCCCC2)CCCCC1
- gap between HOMO and LUMO (Ha) = 0.32595

How positive or negative is each atom? The natural (NBO) charges in e answer that: O -0.639; O -0.631; O -0.489; O -0.475; N -0.441; N -0.640; C -0.406; C -0.414; C -0.405; C -0.275; C -0.402; C -0.397; C -0.418; C 0.706; C -0.255; C 0.055; C -0.405; C -0.427; C -0.181; C 0.681; C -0.399; C -0.401; C 0.224; C -0.400; C 0.300; C -0.051; C -0.128; C 0.236; H 0.206; H 0.215; H 0.198; H 0.190; H 0.235; H 0.215; H 0.215; H 0.186; H 0.158; H 0.242; H 0.230; H 0.230; H 0.185; H 0.198; H 0.212; H 0.212; H 0.239; H 0.232; H 0.258; H 0.199; H 0.191; H 0.209; H 0.196; H 0.225; H 0.206; H 0.206; H 0.403; H 0.214; H 0.159; H 0.214

***

<two> is favored, and the nearest alternative lies 63.8 kcal/mol above it.

***

<one>
Molecular formula: C5H12N3
Method: DFT, wB97M-V/def2-TZVPD

ORCA input file:
```
! RIJCOSX wB97M-V def2-TZVPD def2/J DEFGRID3
* xyz 1 1
N -2.648 0.057 0.484
N -4.708 -0.311 -0.755
N -1.744 0.812 -0.112
C 2.760 -0.943 -0.308
C 0.511 -0.093 -0.362
C 1.986 0.322 -0.009
C -3.929 -0.724 0.174
C -0.565 0.923 0.399
H 2.203 1.169 -0.689
H 0.277 -1.150 0.160
H -0.505 0.822 1.508
H 2.179 0.531 0.989
H -2.346 -0.336 1.445
H -5.696 -0.778 -0.612
H 0.249 -0.156 -1.406
H -0.144 1.919 0.143
H 2.717 -1.198 -1.351
H -4.620 0.501 -1.414
H 2.185 -1.552 0.270
H 3.767 -1.006 0.087
*
```

Values from the calculation:
- lowest unoccupied orbital energy (alpha / beta) (eV) = -6.149 / -6.148
- gap between HOMO and LUMO (alpha / beta) (Ha) = 0.28915 / 0.28918

How positive or negative is each atom? The natural (NBO) charges in e answer that: N -0.321; N -0.735; N 0.062; C -0.590; C -0.299; C -0.403; C 0.288; C -0.319; H 0.215; H 0.215; H 0.210; H 0.220; H 0.398; H 0.467; H 0.235; H 0.278; H 0.215; H 0.430; H 0.196; H 0.237

***

<two>
Molecular formula: C5H12N3
Method: DFT, wB97M-V/def2-TZVPD

ORCA input file:
```
! RIJCOSX wB97M-V def2-TZVPD def2/J DEFGRID3
* xyz 1 1
N 3.154 -0.474 -0.084
N 0.508 -0.899 0.056
N -0.289 0.199 -0.092
C -0.061 1.586 0.054
C -1.610 -1.653 -0.040
C -1.795 -0.304 0.106
C -0.251 -1.981 0.038
C -3.073 0.374 -0.123
H -3.221 1.112 0.655
H 0.337 -2.841 0.121
H 3.671 -1.341 -0.289
H 3.859 0.191 0.187
H 2.764 -0.163 -0.971
H -3.914 -0.327 0.114
H -2.257 -2.489 -0.047
H -3.246 0.790 -1.217
H 1.684 -0.895 0.272
H 0.958 1.648 -0.265
H -0.159 2.049 0.995
H -0.521 2.199 -0.719
*
```

Values from the calculation:
- lowest unoccupied orbital energy (eV) = -3.422
- gap between HOMO and LUMO (Ha) = 0.37944

How positive or negative is each atom? The natural (NBO) charges in e answer that: N -1.050; N -0.292; N -0.164; C -0.425; C -0.306; C 0.256; C 0.055; C -0.701; H 0.249; H 0.234; H 0.402; H 0.412; H 0.383; H 0.270; H 0.256; H 0.271; H 0.472; H 0.213; H 0.226; H 0.240

***

<two> is favored, and the nearest alternative lies 84.5 kcal/mol above it.